DFT (ωB97M-V with the def2-TZVPD basis set) results for 4 unconnected molecules or ions with the total composition C15H33F2N5O16P3.

The multiplicity is 1. The relative energy (zero: lowest compared OMol25 entry of this formula, charge and spin) comes out at 102.7 kcal/mol. The HOMO-LUMO gap comes out at 7.322 eV. As for the total charge: +1.

Last column: Mulliken charge in e.
Atoms and positions in Å:
H1 3.782090 -6.142000 2.362653  0.25
H2 3.407510 -3.031011 5.887466  0.32
N1 0.963742 3.730896 6.135114  -0.05
F1 3.496764 3.985581 7.407278  -0.18
C1 0.002935 3.584871 5.184102  0.38
C2 2.770706 -5.836882 2.089439  -0.62
N2 -0.786711 2.435796 4.812748  0.10
H3 2.806652 -5.132366 1.256118  0.31
C3 -1.333955 4.105058 3.475328  0.35
H4 3.987227 -1.217887 3.427553  0.23
O1 -3.865982 -2.844553 -6.325127  -0.34
O2 0.175312 4.755525 1.108829  -0.53
C4 -0.687546 0.989552 -6.548383  -0.41
P1 2.048470 -3.726072 3.496038  1.00
O3 -0.767646 2.226154 -5.867500  -0.35
H5 4.911768 -2.222169 2.298359  0.26
H6 1.611358 1.040699 -2.912597  0.31
H7 -5.894550 -2.961491 -6.533136  0.25
C5 -2.262006 -1.493333 -3.356926  -0.47
C6 -4.996195 -3.487794 -6.860047  -0.64
O4 -2.352350 -4.600597 -5.147160  -0.68
H8 -1.639826 -2.114386 -2.709057  0.29
C7 2.323279 -2.963277 5.994906  -0.44
N3 -1.636803 2.714775 3.760179  -0.32
C8 3.927724 -2.067060 2.743478  -0.65
N4 1.338542 2.662720 6.943547  0.09
O5 1.112714 -2.984186 2.620437  -0.67
O6 1.535227 1.690897 -4.905670  -0.31
O7 2.825904 1.864516 5.272333  -0.43
O8 3.582524 -3.251549 3.454244  -0.27
H9 -2.300616 2.066729 3.284300  0.30
H10 -5.494219 -4.695438 -2.861013  0.25
C9 1.949607 0.758971 -3.911805  -0.64
O9 2.493482 2.595343 9.016453  -0.38
O10 -1.665734 4.237870 -0.248917  -0.41
O11 -2.286790 -2.040069 -4.657911  -0.11
C10 -1.092683 4.671738 0.975741  0.58
H11 -1.274363 1.064230 -7.466078  0.27
H12 -0.690233 1.522680 5.287864  0.30
H13 -3.266500 -1.398424 -2.940115  0.30
H14 -0.968239 3.631251 -0.635336  0.34
H15 -3.949159 -4.314865 -2.082301  0.26
O12 -0.379309 2.490597 -3.303242  -0.52
H16 1.585626 -0.241304 -4.154680  0.26
H17 -3.089600 4.847872 2.148094  0.35
H18 0.339773 0.750302 -6.829119  0.30
C11 1.782757 4.696854 -4.577900  -0.63
H19 2.046151 4.329276 -3.583945  0.30
O13 2.130182 -5.301207 3.221470  -0.34
H20 -1.708707 6.121219 2.577735  0.29
H21 2.626033 4.566958 -5.258081  0.25
H22 -1.829153 -0.491570 -3.412830  0.08
C12 2.461420 3.086018 7.856734  0.58
H23 -4.006240 -5.425468 -3.478659  0.36
F2 1.534538 0.239753 6.438408  -0.24
O14 -4.317452 -3.394936 -3.904096  -0.30
H24 -5.055016 -4.539200 -6.571865  0.31
C13 -1.971368 5.036135 2.304786  -0.51
N5 -0.345437 4.738400 4.322277  -0.43
C14 1.967115 1.550468 6.120801  0.48
C15 -4.431936 -4.521017 -3.039647  -0.70
H25 1.369321 4.689857 6.202338  0.29
O15 0.656486 4.046657 -5.112363  -0.35
O16 1.654301 -3.767145 5.048254  -0.35
H26 1.995965 -1.927271 5.891429  0.13
H27 1.558880 5.763349 -4.517481  0.26
P2 0.218169 2.575016 -4.656632  0.94
H28 3.221191 -1.844226 1.941399  0.36
H29 3.040605 0.739115 -3.909999  0.26
P3 -3.137422 -3.356460 -4.993203  0.86
H30 -1.103945 0.196918 -5.923464  0.09
H31 2.220856 -6.727779 1.781478  0.26
H32 -4.940534 -3.417349 -7.947697  0.26
H33 2.065320 -3.320282 6.994271  0.28

Atoms 1-3, force components in eV/Å:
H 0.0 0.1 -0.1
H -0.1 0.1 -0.1
N -1.5 0.6 -2.2

DFT (ωB97M-V with the def2-TZVPD basis set) results for a molecular structure, C15H33FN3O8PS.

The multiplicity is 1. The relative energy (zero: lowest compared OMol25 entry of this formula, charge and spin) comes out at 0.0 kcal/mol. The HOMO-LUMO gap comes out at 7.782 eV. As for the total charge: 0.

Last column: natural (NBO) charge in e.
Atoms and positions in Å:
H1 2.915447 3.040975 -1.006664  0.25
N1 0.485835 1.475197 0.307473  -0.72
N2 -1.827238 -0.151318 -3.002987  -0.82
C1 -3.274696 -0.523378 2.013543  -0.08
O1 -4.571236 -0.873785 -2.542555  -0.55
H2 -6.310480 -0.728963 -3.598406  0.19
C2 -2.296147 -2.020676 -4.493938  -0.61
H3 8.085704 -0.605207 1.876978  0.21
H4 7.464800 0.492501 3.222806  0.22
H5 -3.890153 -2.835880 -2.374999  0.16
O2 5.317377 0.635894 -3.062851  -0.81
H6 5.881760 -1.644516 0.706415  0.25
H7 9.123611 0.899507 2.426519  0.23
H8 -5.311118 -0.930651 1.375922  0.21
H9 7.347820 2.449114 1.336129  0.24
O3 -3.797445 -0.376806 4.447812  -0.55
C3 8.063994 0.480223 2.243665  -0.62
H10 -4.850484 -0.703534 -4.582534  0.17
H11 -5.039465 0.762749 1.813465  0.20
H12 -1.689877 0.123458 -2.031217  0.36
H13 -2.746320 -3.014713 -4.572015  0.20
H14 -2.868102 -1.336581 -5.123031  0.20
C4 -3.532148 -1.806112 -2.254142  -0.07
O4 3.132811 1.072778 -1.473188  -0.61
H15 -2.804339 1.228490 2.908775  0.36
H16 -5.431057 -2.245037 -3.868716  0.17
S1 4.484223 1.679575 -2.338036  2.32
O5 5.312071 2.527685 -1.104873  -0.64
O6 2.021369 2.517158 1.792619  -0.48
H17 5.921180 -0.758087 -0.905073  0.24
H18 4.260108 -1.238744 -0.074256  0.26
C5 -2.225869 -1.564491 -3.039338  -0.08
C6 3.059630 2.054456 -0.400785  -0.06
H19 -5.399310 0.203603 5.569638  0.19
H20 -5.820991 -0.854550 4.210578  0.17
O7 3.851229 2.596911 -3.366789  -0.85
H21 -2.776487 -1.227131 1.337376  0.20
H22 -1.513471 0.368841 2.508594  0.35
C7 -5.317149 -1.168382 -3.711838  -0.25
H23 -2.635158 0.399095 -3.296779  0.35
C8 1.846405 2.024748 0.637736  0.68
P1 5.423828 0.788231 1.029781  0.71
F1 0.561639 -0.069291 2.371097  -0.34
N3 -2.419695 0.663006 2.150968  -0.85
H24 -0.202093 2.155154 0.692027  0.44
C9 -4.584718 -0.113384 1.348044  -0.62
H25 -2.512502 -1.703353 3.639044  0.19
H26 -5.370672 0.861517 3.936576  0.17
C10 7.273151 1.318499 1.084491  -0.69
H27 -4.411998 0.139744 0.296790  0.23
H28 7.735038 1.092979 0.043061  0.23
H29 -3.311951 -1.678663 -1.188564  0.18
H30 4.483967 3.017812 0.945247  0.27
H31 -1.290232 -2.078844 -4.921662  0.22
H32 -4.194227 -2.059378 3.285665  0.17
C11 0.336518 0.147304 0.965489  0.95
O8 0.024440 -0.853328 0.268404  -0.49
H33 -1.439904 -2.153571 -2.554314  0.19
C12 -3.467268 -1.242181 3.364639  -0.08
C13 5.326307 -0.842641 0.075434  -0.96
C14 -5.171182 -0.033965 4.528488  -0.25
C15 4.564921 2.219940 0.128259  -0.22

Atoms 1-3, force components in eV/Å:
H -0.2 -1.1 1.4
N 1.6 -0.7 1.7
N -0.2 0.0 0.3

DFT (ωB97M-V with the def2-TZVPD basis set) results for a molecular structure, C15H33N9O18PS2.

The multiplicity is 1. The HOMO-LUMO gap comes out at 7.497 eV. As for the total charge: -1.

Last column: Mulliken charge in e.
Atoms and positions in Å:
O1 5.721556 7.467589 4.249848  -0.55
H1 -2.470459 -5.167946 3.297051  0.29
N1 2.264187 2.542561 6.710008  0.99
C1 4.015498 1.312343 0.391655  -0.64
P1 -1.048808 -3.228175 -4.008193  -0.03
O2 1.409799 5.004258 3.301035  -0.45
O3 -1.989547 -4.628482 0.830232  -0.40
O4 2.795632 1.888567 7.579141  -0.58
N2 0.123935 -1.341059 -2.240656  -0.28
H2 -0.086541 -3.998334 -1.982215  0.25
C2 -7.820570 -5.777143 -6.403910  -0.72
O5 -6.063891 -4.389164 -5.811578  -0.49
H3 -0.902203 -2.773980 2.625981  0.32
H4 -8.267340 -5.279153 -5.552130  0.32
H5 2.511262 2.765042 -2.970811  0.25
H6 4.860503 1.473439 -0.267788  0.29
H7 -3.265898 -4.253472 -4.044962  0.36
S1 -1.344273 -1.420010 -2.878859  0.99
H8 0.258200 3.792385 5.031912  -0.06
H9 -1.266147 -6.501702 3.288613  0.30
H10 -1.138154 4.903564 4.910060  0.29
C3 -0.295115 -1.709726 0.852596  -0.22
H11 -2.755232 -6.608647 2.288433  0.30
C4 -2.000684 -5.952902 2.711792  -0.80
H12 -2.636023 -2.789044 -6.658330  0.30
N3 0.192927 4.986376 3.302338  0.91
H13 3.509814 3.948790 -3.863942  0.29
H14 3.457555 1.578696 5.259998  0.35
H15 4.026202 6.817206 1.849580  0.25
H16 4.184863 5.848510 3.348663  0.18
H17 3.067825 3.297973 4.942040  0.19
C5 3.924464 6.812457 2.930517  -0.52
O6 4.519236 3.497488 -1.529222  -0.53
H18 -7.728454 -6.846914 -6.243938  0.27
H19 1.948488 4.460625 -3.130841  0.29
O7 -0.102767 -5.452690 1.474905  -0.52
H20 -3.811468 -4.085523 -6.394877  0.05
C6 -0.233522 -0.443658 0.293722  0.15
H21 -2.060583 -4.434570 -6.417886  0.38
H22 -0.552120 -5.372304 -2.993054  0.48
H23 3.631638 0.301794 0.294459  0.32
O8 -2.363878 -1.612687 -1.855839  -0.63
H24 -3.312552 -2.517704 -4.384517  0.30
N4 -6.442777 -5.238478 -6.586901  0.82
O9 5.382354 0.746735 2.179686  -0.59
C7 -2.824665 -3.715917 -6.113434  -0.87
C8 -0.877439 -4.400562 -2.618763  -1.02
O10 -1.630554 -0.403966 -3.870045  -0.67
N5 4.493265 1.474136 1.787440  0.97
H25 0.084805 -2.568770 0.314637  0.42
N6 3.526403 4.149932 -1.788241  0.93
N7 4.863519 7.832506 3.472511  0.93
H26 2.919937 7.107593 3.212680  0.26
N8 -1.302931 -5.291829 1.573406  0.83
O11 3.938770 2.314594 2.472840  -0.52
O12 0.075798 1.151316 -1.705012  -0.74
C9 -1.282430 -0.679444 2.767450  -0.50
O13 -0.507389 5.540674 2.484313  -0.56
H27 -1.775571 -4.485267 -2.008459  0.27
O14 4.707122 8.978512 3.099856  -0.56
O15 3.071580 5.027549 -1.086706  -0.54
C10 -0.739495 0.636334 0.996546  -0.36
H28 3.229392 2.035332 0.224425  0.20
O16 -5.799194 -5.696609 -7.508639  -0.51
O17 1.949621 -0.273575 -1.014201  -0.67
O18 1.395279 3.376562 6.903024  -0.60
C11 -0.491449 4.214989 4.374724  -0.37
H29 -1.081238 3.447859 3.879099  0.27
C12 -2.783843 -3.448235 -4.603679  -0.36
C13 2.693530 2.344177 5.300024  -0.65
H30 -0.715896 1.618194 0.538543  0.55
N9 -1.253835 0.531823 2.222480  -0.52
H31 -1.688435 -0.752774 3.773002  0.32
C14 -0.829622 -1.816728 2.124773  -0.36
S2 0.531810 -0.155461 -1.292439  1.08
H32 1.814517 2.054023 4.731671  0.25
H33 -8.366932 -5.578224 -7.320642  0.27
C15 2.808640 3.808324 -3.047001  -0.68

Atoms 1-3, force components in eV/Å:
O 0.0 0.0 0.0
H 0.0 0.0 0.0
N 0.0 0.1 0.0

DFT (ωB97M-V with the def2-TZVPD basis set) results for a molecular structure, C15H33NNbO8P2S.

The multiplicity is 1. The HOMO-LUMO gap comes out at 6.580 eV. As for the total charge: -1.

Last column: Mulliken charge in e.
Atoms and positions in Å:
C1 5.008583 1.927834 1.658111  -0.53
C2 -1.891708 -1.642401 -2.881828  -0.45
H1 3.524931 3.013309 -3.672813  0.36
H2 3.270020 3.420324 -1.919204  0.36
H3 -6.964131 -0.842897 3.679665  0.23
H4 -5.789665 -1.638845 -0.779517  0.38
C3 3.058379 2.722499 -2.729463  -1.24
O1 4.900929 1.645007 3.079135  -0.30
H5 4.048215 -0.980083 6.343665  0.24
C4 -1.344518 0.109663 -4.934412  -0.24
H6 2.059570 -0.193984 2.356869  0.34
H7 -1.972077 0.106764 -1.612466  0.45
O2 4.713168 0.494109 5.051159  -0.34
C5 -4.717780 -1.712264 -0.965513  -0.78
H8 0.102933 3.495188 -6.033556  0.09
C6 -1.542015 0.608599 -3.644697  1.41
H9 3.823385 -0.078994 -1.250355  0.17
H10 3.915696 0.772640 -3.207824  0.38
H11 -1.792594 2.581047 -4.300523  0.56
N1 3.456264 0.870055 -1.197757  -0.43
H12 0.483743 4.029179 -1.980219  0.01
H13 1.889924 0.143883 4.100971  0.32
S1 0.860915 4.153677 -5.146026  -0.47
O3 -3.954294 -1.445560 0.232305  -0.04
C7 3.526831 1.368677 -2.374932  0.13
H14 -5.650709 0.089210 2.933444  0.32
H15 -2.082346 -2.300605 -2.041848  0.60
O4 -3.196311 -1.522777 2.385548  -0.29
C8 -1.821524 -0.282621 -2.611750  -0.92
H16 5.617238 -1.312317 5.564364  0.34
C9 4.980652 -0.535590 5.989574  -0.69
H17 -6.902849 -0.675677 1.917840  0.28
O5 5.920779 -0.630459 3.060147  -0.71
C10 -6.300676 -0.782188 2.821127  -0.65
H18 -4.434525 -0.973326 -1.708871  0.26
H19 4.248457 1.398379 1.086580  0.24
O6 3.552689 -1.018359 3.575188  -0.28
H20 -1.730978 -1.986028 3.717798  0.10
Nb1 0.799113 2.631006 -3.151480  -0.30
H21 4.868611 2.996127 1.521177  0.24
C11 -2.806480 -2.117670 3.615595  -0.56
H22 -3.039394 -3.182562 3.639238  0.34
P1 -4.428582 -2.166200 1.574297  0.87
H23 0.695110 1.533155 -1.726360  0.09
C12 -1.680420 -2.126360 -4.156796  -0.66
C13 -1.416611 2.090653 -3.402693  -1.88
H24 5.489962 -0.084354 6.839963  0.23
H25 -1.958890 2.334472 -2.489278  0.42
O7 -4.329854 -3.623512 1.384986  -0.72
C14 2.186826 -0.602427 3.359556  -0.62
P2 4.721185 0.116157 3.477984  1.03
H26 1.257340 1.202012 -4.238913  0.11
H27 1.554017 -1.479561 3.464810  0.18
C15 -1.414937 -1.244196 -5.197143  -0.52
H28 -4.476843 -2.703974 -1.341684  0.32
H29 -1.249476 -1.617367 -6.199820  0.37
H30 -3.295995 -1.616173 4.452463  0.24
H31 5.997635 1.647651 1.300772  0.29
H32 -1.711903 -3.193926 -4.335512  0.36
H33 -1.110871 0.806298 -5.730591  0.22
O8 -5.524147 -1.994316 2.779516  -0.29

Atoms 1-3, force components in eV/Å:
C 0.0 0.1 -0.3
C 0.1 0.3 0.6
H -0.2 0.3 0.0

Record-wise E_tot values, in a.u.: -3292.61619 -2196.70563 -3575.61768 -2385.84186